No. 1
60
Properties=species:S:1:pos:R:3:nbo_charge:R:1 method="wB97M-V/def2-TZVPD" e_homo_ha=-0.3407 e_tot_ha=-1264.13663 smiles="CCCCC/C=C/CC(=O)N1CC[C@@H]2C[C@]2(C(=O)NCc2nc(C)no2)CC1" lumo_ev=0.8 de_lowest_kj_mol=304.1
O 0.581 1.233 -2.411 -0.658
O -3.207 -2.202 -0.667 -0.612
O -1.769 -0.576 1.474 -0.306
N -1.548 1.977 -2.535 -0.446
N -1.255 -1.176 -1.122 -0.631
N -0.335 -1.982 2.356 -0.518
N -1.854 -0.404 2.859 -0.167
C -2.814 2.263 -1.883 -0.215
C 0.897 1.201 1.577 -0.165
C -0.535 -1.935 -0.135 -0.286
C -1.597 1.755 -3.980 -0.218
C -2.814 0.934 -4.392 -0.417
C 5.476 -1.037 1.445 -0.389
C -0.855 -1.517 1.268 0.565
C 3.221 0.138 1.463 -0.393
C -4.244 -0.863 -3.144 -0.381
C -3.561 0.997 -1.398 -0.417
C -0.354 2.093 -0.380 -0.541
C 6.588 -1.652 2.284 -0.601
C -0.396 1.724 -1.857 0.694
C -0.737 -1.420 4.777 -0.652
C -3.272 -0.309 -2.148 -0.153
C 2.094 0.689 2.326 -0.424
C -2.601 -1.335 -1.266 0.702
C 0.874 1.560 0.300 -0.212
C 4.342 -0.474 2.293 -0.387
C -0.991 -1.256 3.324 0.326
C -2.914 -0.351 -3.617 -0.221
H -3.310 0.827 -0.349 0.234
H 2.478 1.485 2.975 0.211
H 5.885 -0.240 0.817 0.194
H -0.014 1.304 2.163 0.200
H -2.181 -1.104 -3.890 0.224
H -1.247 1.741 0.138 0.237
H -4.423 -1.929 -3.123 0.235
H -2.659 2.937 -1.042 0.217
H 4.744 0.282 2.978 0.191
H 2.815 -0.619 0.784 0.196
H -0.940 -2.449 5.075 0.237
H 3.932 -1.271 2.923 0.194
H -5.113 -0.257 -3.369 0.209
H -1.369 -0.746 5.349 0.236
H -0.747 -0.529 -1.703 0.426
H -0.677 1.244 -4.255 0.242
H 7.390 -2.049 1.661 0.208
H -0.375 3.189 -0.334 0.237
H 0.310 -1.211 4.998 0.232
H 3.633 0.929 0.829 0.198
H -4.634 1.201 -1.413 0.223
H 1.758 -0.104 3.004 0.206
H 7.025 -0.911 2.957 0.200
H 0.534 -1.800 -0.292 0.245
H 1.759 1.480 -0.320 0.223
H -1.607 2.723 -4.492 0.195
H -0.764 -2.999 -0.219 0.245
H -3.732 1.513 -4.260 0.199
H -2.743 0.725 -5.462 0.228
H 6.206 -2.470 2.899 0.201
H 5.072 -1.788 0.760 0.194
H -3.423 2.816 -2.597 0.203

=====

No. 2
11
Properties=species:S:1:pos:R:3:nbo_charge:R:1 method="wB97M-V/def2-TZVPD" e_homo_ha="-0.3127 / -0.3128" e_tot_ha=-1055.75290 lumo_ev="-2.4 / -2.4" de_lowest_kj_mol=406.2
Cl -3.117 0.511 0.466 -0.245
P -2.135 -1.187 0.093 1.220
F -2.631 -1.373 -1.425 -0.563
O 0.007 0.058 -1.278 -0.628
C 1.131 0.082 -0.647 -0.049
C 0.887 0.329 0.854 -0.607
H 0.321 1.206 0.869 0.202
H 1.665 0.999 -0.900 0.183
H 0.136 -0.329 1.342 0.177
H 1.865 0.528 1.517 0.204
H 1.871 -0.823 -0.892 0.107

=====

No. 3
80
Properties=species:S:1:pos:R:3:mulliken_charge:R:1 method="wB97M-V/def2-TZVPD" e_homo_ha=-0.3526 e_tot_ha=-3483.13030 total_charge=+1 lumo_ev=-3.7 de_lowest_kj_mol=8.7
Ir 0.257 0.167 0.058 0.341
Te 2.733 0.336 -0.673 0.128
Te 0.408 1.452 -3.244 0.950
S 2.600 3.411 0.852 0.122
S 1.670 -4.266 0.377 0.035
S 0.454 -1.933 -0.887 -0.287
O -2.644 1.860 -2.471 -0.603
N -0.635 1.168 -1.577 -0.222
N -0.048 1.717 1.469 0.410
N 0.844 -0.738 1.705 1.436
N 1.298 -2.033 1.726 -1.471
C -1.690 1.425 -6.086 -1.170
C -1.769 3.909 -6.178 -1.035
C 1.975 -2.080 -4.920 -0.748
C -2.779 -0.707 1.505 -0.702
C 4.482 4.317 -0.597 -0.453
C -0.362 4.210 -3.804 0.611
C 3.263 2.349 -0.324 0.202
C -0.691 3.818 2.373 -0.800
C 0.968 -3.031 -4.965 -0.750
C -0.372 3.389 3.649 -0.778
C -1.980 1.367 -1.573 0.678
C 0.757 -0.083 2.810 -0.567
C -2.096 -1.150 -3.813 -1.245
C -2.288 -0.342 0.253 -0.229
C -3.600 0.165 2.201 -0.695
C 0.382 4.427 -2.511 -1.204
C 0.265 1.287 2.720 0.832
C -0.507 2.951 1.307 0.024
C 0.365 -0.466 -4.121 0.834
C -0.845 5.314 -4.490 -1.037
C 0.113 2.101 3.830 -0.810
C -1.542 5.185 -5.686 0.478
C 4.256 2.981 -1.022 -0.574
C 3.650 4.693 0.409 -0.682
C -2.023 6.399 -6.425 -1.579
C -0.663 -1.410 -4.166 1.215
C 1.673 -0.805 -4.479 -1.158
C -3.483 1.745 0.381 -0.631
C -1.325 2.765 -5.521 1.188
C -0.321 -2.694 -4.590 -0.534
C -3.962 1.381 1.629 -0.617
C 1.154 -2.629 0.575 0.379
C -0.611 2.936 -4.339 0.651
C 2.268 -4.670 2.026 -0.827
C -2.613 0.898 -0.294 -0.485
H 1.444 4.167 -2.582 0.394
H -1.745 -1.077 -0.336 1.046
H 2.579 -5.712 1.972 0.344
H -1.186 6.919 -6.894 0.324
H 2.472 -0.074 -4.400 0.372
H -4.625 2.049 2.164 0.449
H -1.067 4.814 2.188 0.558
H -2.732 6.132 -7.206 0.369
H -2.068 1.533 -7.100 0.452
H -2.325 3.790 -7.100 0.336
H 3.596 5.645 0.911 0.429
H -1.100 -3.446 -4.626 0.461
H 5.228 4.967 -1.030 0.394
H -3.760 2.689 -0.070 0.540
H -0.713 3.248 0.288 -0.325
H -0.495 4.047 4.499 0.473
H 2.989 -2.330 -5.201 0.449
H -2.507 7.103 -5.748 0.379
H 1.187 -4.042 -5.282 0.431
H 3.114 -4.042 2.288 0.284
H 4.817 2.510 -1.817 0.389
H -2.476 0.977 -5.478 0.214
H -0.670 6.301 -4.079 0.389
H 1.477 -4.557 2.762 0.270
H -0.849 0.734 -6.117 0.218
H 1.032 -0.541 3.751 0.464
H 0.372 1.732 4.812 0.550
H -2.706 -1.172 -4.718 0.476
H -2.536 -1.678 1.916 0.476
H -2.259 -0.189 -3.338 -0.372
H -3.984 -0.111 3.174 0.457
H 0.326 5.474 -2.219 0.515
H -2.470 -1.937 -3.157 0.528
H -0.039 3.838 -1.691 -0.356

=====

No. 4
76
Properties=species:S:1:pos:R:3:mulliken_charge:R:1 method="wB97M-V/def2-TZVPD" e_homo_ha="-0.3583 / -0.3813" e_tot_ha=-4800.04936 total_charge=+1 multiplicity=3 lumo_ev="-3.5 / -4.0"
W -0.643 0.182 1.358 1.125
As -0.337 0.145 -1.220 1.701
S -2.626 -0.959 2.427 -0.515
S -2.801 1.016 0.340 -0.336
N -3.574 -3.040 1.076 -0.369
N -1.352 -2.727 0.815 -1.752
N -0.926 2.478 2.553 -0.847
N -0.148 2.302 1.423 0.744
N 0.267 0.904 4.209 -0.146
N 1.550 -0.058 1.274 0.432
N -0.039 -0.148 3.418 0.589
N -0.327 -1.851 1.048 2.220
C -2.489 -2.311 1.345 0.403
C 0.880 -2.330 0.990 0.529
C -1.722 3.544 2.364 -0.365
C 1.174 -3.786 0.920 -1.890
C 1.341 0.493 -2.099 0.301
C 2.470 0.896 1.404 -0.433
C -2.270 -1.602 -2.426 -0.891
C 2.062 1.612 -1.686 0.043
C -3.442 2.751 -1.693 -0.759
C -1.462 4.103 1.129 -1.163
C -2.166 2.966 -3.739 -0.831
C -0.090 -2.585 -2.123 -0.226
C 0.397 -1.252 4.037 -0.218
C -3.258 3.315 -2.948 -0.743
C 0.996 -0.916 5.239 -1.328
C 3.224 1.985 -2.347 -0.904
C 3.825 0.634 1.328 -0.939
C 3.673 1.233 -3.425 -0.753
C 1.779 -0.240 -3.194 -0.664
C 2.948 0.128 -3.848 -0.838
C -2.523 1.819 -1.214 1.209
C -1.876 -3.896 -3.049 -0.698
C -2.731 -2.809 -2.939 -0.882
C -0.947 -1.493 -2.026 0.351
C 0.889 0.465 5.305 -0.269
C -1.446 1.475 -2.014 -0.235
C 1.946 -1.327 1.094 0.777
C -0.482 3.295 0.579 -0.187
C -0.552 -3.785 -2.640 -1.231
C 3.284 -1.660 0.999 -0.797
C 4.240 -0.663 1.107 -0.965
C -1.251 2.037 -3.268 -0.742
B -0.375 2.319 4.040 0.178
H -1.936 4.958 0.677 0.486
H 1.431 -1.580 5.966 0.451
H 2.092 1.889 1.594 0.527
H 1.709 2.215 -0.860 0.295
H 3.564 -2.694 0.851 0.569
H -4.292 3.028 -1.082 0.515
H -4.447 -2.826 1.525 0.231
H -2.396 3.857 3.146 0.547
H 0.119 -4.632 -2.729 0.446
H -2.237 -4.830 -3.462 0.428
H 0.473 3.159 4.240 -0.096
H 1.186 1.162 6.073 0.485
H 3.286 -0.449 -4.700 0.464
H -2.941 -0.758 -2.337 0.459
H -0.048 3.344 -0.408 0.383
H -3.762 -2.893 -3.260 0.451
H -3.480 -3.887 0.542 0.247
H 1.210 -1.085 -3.554 0.562
H 0.944 -2.500 -1.810 0.832
H 0.250 -4.347 0.859 0.395
H 4.532 1.443 1.441 0.559
H 1.728 -4.091 1.813 0.482
H -3.974 4.040 -3.314 0.410
H -2.033 3.414 -4.715 0.423
H 0.244 -2.226 3.603 0.616
H -0.394 1.758 -3.869 0.477
H 1.790 -4.029 0.050 0.416
H 5.293 -0.900 1.028 0.490
H -1.349 2.419 4.745 -0.145
H 3.771 2.863 -2.028 0.485
H 4.578 1.519 -3.946 0.417